[1]
# C43H49Br6F5N4O7S2SiSn

A structure of composition C43H49Br6F5N4O7S2SiSn at a distorted geometry (the ωB97M-V functional and the def2-TZVPD basis, OMol25).

Its total energy is -534905.310 eV. The calculation puts the LUMO energy (spin up / spin down) at 0.1201 / 0.1201 hartree. The energy above the lowest of the compared OMol25 structures with the same formula, charge and spin is 130.4 kJ/mol. The net charge is -2. As for the orbital gap (spin up / spin down): 3.1 / 3.2 eV.

Element x y z (Å)
Sn: 0.96 -0.61 0.55
Br: -2.91 -1.04 6.93
C: -3.49 -2.92 6.62
Br: -2.24 -4.15 5.92
H: -4.33 -2.81 6.02
H: -3.76 -3.36 7.58
Br: 4.70 0.39 6.42
C: 3.82 0.60 4.75
C: 4.33 1.55 3.83
Br: 6.00 2.45 4.16
C: 3.79 1.85 2.60
Br: 4.53 2.96 1.22
C: 2.64 1.06 2.22
O: 2.00 1.21 1.08
C: 2.20 -0.01 3.09
O: 1.30 -0.87 2.64
C: 2.79 -0.23 4.36
Br: 2.27 -1.73 5.34
F: 6.40 1.98 -3.13
C: 5.18 1.54 -2.84
C: 5.05 0.26 -2.30
F: 6.15 -0.49 -2.30
C: 3.80 -0.26 -1.91
F: 3.80 -1.52 -1.41
C: 2.63 0.47 -2.15
S: 0.99 -0.23 -1.98
C: 2.77 1.78 -2.65
F: 1.65 2.56 -2.87
C: 4.00 2.30 -2.98
F: 4.08 3.52 -3.57
N: -0.23 8.26 1.90
C: -0.41 7.66 0.73
N: 0.27 6.57 0.57
C: 0.89 6.33 1.79
C: 1.57 5.20 2.31
C: 2.30 5.33 3.51
C: 2.16 6.47 4.28
C: 1.32 7.56 3.85
C: 0.65 7.48 2.64
H: -0.78 9.05 2.22
H: -1.18 8.00 0.04
H: 1.52 4.29 1.69
H: 3.02 4.59 3.94
H: 2.59 6.51 5.27
H: 1.12 8.42 4.50
C: -0.06 -3.58 -4.97
C: 0.96 -4.58 -4.43
C: 1.84 -3.97 -3.37
N: 1.26 -3.91 -2.06
C: 1.94 -3.89 -0.87
S: 1.11 -3.26 0.48
N: 3.19 -4.41 -0.76
C: 3.76 -5.74 -1.05
O: 4.86 -5.98 -0.59
C: 3.02 -6.63 -2.01
C: 3.76 -7.20 -3.03
C: 3.17 -8.13 -3.94
C: 1.92 -8.64 -3.65
C: 1.18 -8.14 -2.50
C: 1.76 -7.13 -1.66
H: -0.98 -3.97 -5.41
H: 0.46 -2.97 -5.73
H: -0.46 -2.89 -4.25
H: 1.63 -4.82 -5.27
H: 0.56 -5.52 -4.02
H: 2.06 -2.93 -3.57
H: 2.80 -4.44 -3.15
H: 0.30 -3.55 -2.01
H: 3.76 -3.95 -0.10
H: 4.83 -6.80 -3.12
H: 3.75 -8.59 -4.74
H: 1.53 -9.51 -4.24
H: 0.11 -8.35 -2.37
H: 1.09 -6.71 -0.87
C: -4.85 -0.49 -2.23
C: -3.91 -1.19 -1.27
C: -4.82 -2.11 -0.33
C: -2.66 -1.93 -1.71
O: -3.45 -0.10 -0.42
Si: -2.18 0.77 0.05
O: -0.97 -0.29 0.51
O: -1.58 1.70 -1.16
C: -2.08 3.03 -1.41
C: -1.53 4.13 -0.58
C: -3.65 3.09 -1.34
C: -1.59 3.25 -2.83
O: -2.65 1.73 1.27
C: -3.38 1.70 2.54
C: -3.54 3.20 2.90
C: -4.71 0.98 2.24
C: -2.43 1.01 3.48
H: -5.44 -1.29 -2.73
H: -4.25 0.15 -2.93
H: -5.54 0.08 -1.58
H: -5.40 -2.87 -0.88
H: -5.65 -1.56 0.12
H: -4.28 -2.65 0.45
H: -2.91 -2.84 -2.31
H: -2.04 -2.28 -0.88
H: -1.94 -1.40 -2.38
H: -1.71 3.99 0.51
H: -2.09 5.11 -0.78
H: -0.50 4.39 -0.80
H: -4.06 3.04 -0.31
H: -4.20 2.43 -2.06
H: -3.90 4.09 -1.59
H: -0.62 3.68 -2.78
H: -2.37 3.88 -3.30
H: -1.56 2.30 -3.54
H: -4.19 3.77 2.29
H: -2.60 3.72 2.94
H: -4.10 3.14 3.84
H: -5.34 1.68 1.79
H: -5.16 0.65 3.15
H: -4.61 0.06 1.59
H: -1.36 1.43 3.36
H: -2.44 -0.12 3.34
H: -2.75 1.14 4.55

[2]
# C39H38Br2ClIN3O3Tl

A structure of composition C39H38Br2ClIN3O3Tl (the ωB97M-V functional and the def2-TZVPD basis, OMol25).

Its total energy is -217075.601 eV. The calculation puts the LUMO energy at -0.0059 hartree. The energy above the lowest of the compared OMol25 structures with the same formula, charge and spin is 0.0 kJ/mol. As for the orbital gap: 7.5 eV.

Element x y z (Å)
Tl: 1.27 -0.28 0.99
O: 3.70 -0.01 4.44
C: 3.00 0.36 3.53
N: 3.15 0.08 2.19
C: 4.38 -0.12 1.65
O: 5.46 -0.10 2.20
C: 4.34 -0.29 0.14
C: 5.51 -0.47 -0.56
C: 5.45 -0.57 -1.94
C: 4.22 -0.45 -2.57
C: 3.09 -0.27 -1.80
N: 3.15 -0.21 -0.47
C: 1.81 1.27 3.82
C: 1.68 1.82 5.09
C: 0.66 2.72 5.32
C: -0.22 3.02 4.28
C: -0.04 2.39 3.06
N: 0.96 1.55 2.83
H: 6.44 -0.52 -0.01
H: 6.35 -0.71 -2.53
H: 4.12 -0.51 -3.65
H: 2.10 -0.17 -2.23
H: 2.40 1.54 5.85
H: 0.54 3.18 6.29
H: -1.04 3.71 4.42
H: -0.73 2.56 2.25
C: -5.23 1.74 -3.07
C: -4.16 0.86 -3.73
C: -3.85 1.41 -5.13
C: -4.73 -0.55 -3.88
C: -2.88 0.88 -2.89
C: -2.22 -0.27 -2.52
C: -1.04 -0.19 -1.79
Br: -0.13 -1.85 -1.49
C: -0.48 1.02 -1.34
O: 0.60 1.09 -0.60
C: -1.12 2.21 -1.81
C: -2.29 2.09 -2.54
C: -0.47 3.58 -1.58
C: -0.34 3.89 -0.09
C: 0.93 3.59 -2.22
C: -1.27 4.71 -2.22
H: -6.16 1.69 -3.65
H: -4.93 2.79 -3.03
H: -5.44 1.41 -2.06
H: -4.75 1.43 -5.74
H: -3.11 0.79 -5.63
H: -3.46 2.43 -5.07
H: -5.68 -0.51 -4.42
H: -4.92 -1.01 -2.91
H: -4.06 -1.20 -4.45
H: -2.58 -1.25 -2.80
H: -2.77 3.00 -2.88
H: 0.30 3.17 0.40
H: -1.33 3.89 0.39
H: 0.09 4.88 0.05
H: 1.58 2.85 -1.76
H: 1.38 4.58 -2.11
H: 0.86 3.38 -3.29
H: -2.27 4.81 -1.79
H: -1.38 4.59 -3.30
H: -0.75 5.65 -2.05
Br: 3.86 -5.89 -2.43
C: 2.26 -6.03 -1.43
C: 1.35 -7.01 -1.81
C: 0.16 -7.15 -1.12
C: -0.12 -6.31 -0.05
C: 0.78 -5.33 0.32
C: 1.98 -5.18 -0.37
I: 3.26 -3.66 0.24
H: 1.59 -7.66 -2.64
H: -0.54 -7.92 -1.42
H: -1.05 -6.42 0.50
H: 0.57 -4.69 1.16
Cl: 1.65 -2.97 3.54
C: 0.40 -1.96 4.22
C: 0.33 -1.82 5.59
C: -0.65 -1.02 6.15
C: -1.55 -0.37 5.32
C: -1.46 -0.51 3.95
C: -0.48 -1.30 3.36
C: -0.38 -1.41 1.88
H: 1.06 -2.34 6.21
H: -0.71 -0.91 7.22
H: -2.33 0.25 5.75
H: -2.17 0.01 3.31
H: -1.26 -1.01 1.39
H: -0.23 -2.43 1.54

[3]
# C4H11N2

The ion C4H11N2 with charge +1 at a distorted geometry (the ωB97M-V functional and the def2-TZVPD basis, OMol25).

Its total energy is -7297.695 eV. Its SMILES is CC/C([NH3+])=C/N. The calculation puts the LUMO energy at -0.1335 hartree. The energy above the lowest of the compared OMol25 structures with the same formula, charge and spin is 313.9 kJ/mol. The net charge is +1. As for the orbital gap: 10.4 eV.

Element x y z (Å)
C: -0.54 1.00 -2.25
C: -0.42 1.31 -0.72
C: 0.09 0.25 0.25
N: 1.17 -0.57 -0.34
C: -0.52 -0.45 1.30
N: 0.11 -1.35 2.07
H: -1.44 0.36 -2.50
H: -0.76 2.02 -2.76
H: 0.38 0.64 -2.65
H: 0.34 2.07 -0.80
H: -1.43 1.71 -0.29
H: 0.94 -0.84 -1.37
H: 2.13 -0.26 -0.27
H: 1.14 -1.16 0.42
H: -1.52 -0.30 1.72
H: 0.02 -1.20 3.09
H: -0.31 -2.29 1.84

[4]
# C19H17Cl3FN4O5PbSSi

A structure of composition C19H17Cl3FN4O5PbSSi (the ωB97M-V functional and the def2-TZVPD basis, OMol25).

Its total energy is -100428.033 eV. The calculation puts the LUMO energy (spin up / spin down) at 0.1612 / 0.1612 hartree. Its expectation value of S² is 0.758. The energy above the lowest of the compared OMol25 structures with the same formula, charge and spin is 23.2 kJ/mol. The net charge is -2. Its spin multiplicity is 2. As for the orbital gap (spin up / spin down): 6.7 / 6.3 eV.

Element x y z (Å)
Pb: -0.72 0.14 -1.95
O: 2.11 0.42 -1.25
N: 2.28 -0.12 -0.08
C: 3.37 -0.89 0.14
C: 3.62 -1.50 1.34
C: 2.70 -1.32 2.38
C: 1.59 -0.55 2.15
C: 1.34 0.05 0.91
S: -0.08 0.97 0.60
H: 4.01 -0.97 -0.73
H: 4.50 -2.11 1.45
H: 2.85 -1.80 3.34
H: 0.83 -0.41 2.91
C: -2.95 3.89 -1.04
C: -1.67 4.46 -1.56
C: -1.32 5.79 -1.41
C: -0.11 6.30 -1.87
C: 0.78 5.43 -2.49
C: 0.48 4.08 -2.66
C: 1.44 3.11 -3.29
C: -0.78 3.59 -2.23
N: -1.11 2.30 -2.48
H: -3.53 4.65 -0.50
H: -2.76 3.06 -0.35
H: -3.57 3.48 -1.84
H: -2.02 6.45 -0.90
H: 0.14 7.35 -1.74
H: 1.74 5.78 -2.83
H: 2.38 3.60 -3.53
H: 1.02 2.68 -4.20
H: 1.65 2.28 -2.61
Cl: -4.21 -2.00 -1.32
Si: -3.51 -0.03 -1.34
Cl: -4.48 0.77 -3.08
Cl: -4.62 0.86 0.24
F: 1.79 -6.46 3.13
C: 0.91 -5.44 3.01
C: 0.86 -4.71 1.89
N: 0.00 -3.67 1.72
C: 0.01 -2.95 0.43
C: -0.54 -3.80 -0.74
O: -0.62 -5.03 -0.53
O: -0.74 -3.14 -1.78
C: -0.96 -3.38 2.66
O: -1.81 -2.53 2.55
N: -0.85 -4.14 3.82
C: 0.03 -5.17 4.12
O: 0.02 -5.74 5.20
H: 1.50 -4.93 1.05
H: 1.06 -2.74 0.19
H: -0.53 -2.02 0.54
H: -1.53 -3.92 4.54

[5]
# C4H7CaO2

A structure of composition C4H7CaO2 at a distorted geometry (the ωB97M-V functional and the def2-TZVPD basis, OMol25).

Its total energy is -26786.910 eV. The calculation puts the LUMO energy at -0.1778 hartree. The energy above the lowest of the compared OMol25 structures with the same formula, charge and spin is 8.9 kJ/mol. The net charge is +1. As for the orbital gap: 8.3 eV.

Element x y z (Å)
H: 1.66 -2.52 -1.22
O: 0.05 -1.79 -2.21
C: 0.59 -2.24 -1.20
H: -0.07 -2.51 -0.35
C: 1.00 0.17 0.32
C: 0.04 0.85 1.02
C: -1.00 1.87 0.64
H: 1.58 -0.58 0.86
H: 1.39 0.63 -0.60
H: -0.11 0.48 2.04
H: -0.13 2.37 -0.01
H: -1.34 2.45 1.51
O: -2.03 1.30 -0.07
Ca: -1.62 -0.48 -0.73

[6]
# C49H51BrCrN2O2P2S3

A structure of composition C49H51BrCrN2O2P2S3 (the ωB97M-V functional and the def2-TZVPD basis, OMol25).

Its total energy is -208251.818 eV. The calculation puts the LUMO energy (spin up / spin down) at -0.1685 / -0.1743 hartree. Its expectation value of S² is 6.025. The energy above the lowest of the compared OMol25 structures with the same formula, charge and spin is 113.0 kJ/mol. The net charge is +2. Its spin multiplicity is 5. As for the orbital gap (spin up / spin down): 7.6 / 7.4 eV.

Element x y z (Å)
Cr: 0.84 0.75 0.16
C: -4.83 -3.72 -2.16
S: -5.83 -2.87 -0.93
C: -4.71 -1.51 -0.54
C: -3.57 -1.92 0.38
C: -2.44 -0.90 0.48
N: -1.68 -0.83 -0.81
P: -1.21 0.79 -1.36
C: -1.20 0.66 -3.16
C: -0.06 0.97 -3.89
C: -0.08 0.90 -5.28
C: -1.24 0.51 -5.93
C: -2.39 0.20 -5.20
C: -2.37 0.28 -3.82
C: -2.50 2.06 -1.12
C: -2.06 3.29 -1.63
C: -2.86 4.41 -1.55
C: -4.11 4.33 -0.95
C: -4.56 3.12 -0.46
C: -3.75 1.98 -0.53
P: -0.05 -1.45 -0.58
C: -0.13 -2.94 0.45
C: -0.86 -4.07 0.09
C: -0.80 -5.21 0.87
C: 0.00 -5.24 2.00
C: 0.76 -4.13 2.35
C: 0.69 -2.98 1.57
C: 0.48 -2.13 -2.16
C: 1.86 -2.27 -2.33
C: 2.36 -2.83 -3.50
C: 1.48 -3.24 -4.49
C: 0.11 -3.11 -4.32
C: -0.39 -2.55 -3.15
H: -5.36 -4.63 -2.45
H: -3.85 -4.01 -1.76
H: -4.69 -3.10 -3.05
H: -5.34 -0.75 -0.08
H: -4.34 -1.10 -1.48
H: -3.15 -2.86 0.03
H: -3.97 -2.11 1.38
H: -1.78 -1.19 1.30
H: -2.82 0.08 0.76
H: 0.86 1.22 -3.38
H: 0.81 1.13 -5.85
H: -1.26 0.46 -7.01
H: -3.29 -0.09 -5.71
H: -3.26 0.04 -3.25
H: -1.10 3.36 -2.13
H: -2.51 5.35 -1.96
H: -4.74 5.21 -0.89
H: -5.54 3.04 -0.01
H: -4.15 1.05 -0.16
H: -1.46 -4.07 -0.82
H: -1.38 -6.09 0.59
H: 0.06 -6.14 2.61
H: 1.41 -4.16 3.22
H: 1.29 -2.11 1.81
H: 2.53 -1.95 -1.55
H: 3.42 -2.95 -3.63
H: 1.86 -3.68 -5.41
H: -0.57 -3.44 -5.09
H: -1.46 -2.46 -3.01
O: 2.76 0.12 0.67
S: 4.17 -0.30 0.99
C: 4.44 -0.01 2.79
C: 3.31 0.74 3.48
C: 2.17 -0.16 3.96
C: 1.07 0.60 4.70
S: -0.29 1.15 3.58
O: 0.17 0.77 2.19
C: -1.55 -0.03 4.00
C: -1.29 -1.40 3.98
C: -2.32 -2.28 4.25
C: -3.60 -1.79 4.55
C: -3.84 -0.43 4.57
C: -2.81 0.47 4.29
C: 5.22 1.01 0.35
C: 4.66 1.93 -0.53
C: 5.47 2.90 -1.08
C: 6.83 2.94 -0.78
C: 7.38 1.99 0.07
C: 6.57 1.01 0.64
H: 5.37 0.54 2.85
H: 4.59 -1.00 3.22
H: 2.94 1.53 2.83
H: 3.75 1.24 4.35
H: 2.58 -0.91 4.64
H: 1.75 -0.68 3.11
H: 1.45 1.52 5.15
H: 0.61 0.01 5.48
H: -0.30 -1.77 3.75
H: -2.14 -3.34 4.23
H: -4.40 -2.48 4.76
H: -4.83 -0.05 4.81
H: -2.99 1.54 4.30
H: 3.61 1.88 -0.76
H: 5.05 3.63 -1.76
H: 7.46 3.70 -1.22
H: 8.44 2.01 0.29
H: 7.01 0.26 1.29
Br: 2.79 7.26 -0.06
C: 2.20 5.48 0.01
C: 1.94 4.79 -1.16
C: 1.52 3.48 -1.06
N: 1.35 2.84 0.11
C: 1.59 3.54 1.22
C: 2.02 4.85 1.23
H: 2.07 5.25 -2.13
H: 1.31 2.90 -1.96
H: 1.44 3.01 2.16
H: 2.20 5.36 2.16

[7]
# C40H37N12ORhSTe

A structure of composition C40H37N12ORhSTe at a distorted geometry (the ωB97M-V functional and the def2-TZVPD basis, OMol25).

Its total energy is -83145.235 eV. The calculation puts the LUMO energy at 0.1333 hartree. The net charge is -2. As for the orbital gap: 5.6 eV.

Element x y z (Å)
Rh: -1.20 -2.57 0.00
C: -2.14 -0.13 5.06
C: -2.97 0.52 4.17
C: -2.89 0.28 2.82
C: -1.96 -0.64 2.30
C: -1.12 -1.29 3.22
C: -1.22 -1.05 4.57
N: -1.86 -0.87 0.96
N: -2.58 -0.06 0.20
C: -2.62 -0.37 -1.10
C: -3.35 0.41 -2.02
C: -3.34 0.09 -3.35
C: -2.62 -0.99 -3.83
C: -1.93 -1.81 -2.93
C: -1.92 -1.52 -1.58
H: -2.21 0.06 6.13
H: -3.70 1.23 4.54
H: -3.56 0.77 2.12
H: -0.40 -2.02 2.86
H: -0.56 -1.57 5.26
H: -3.91 1.25 -1.64
H: -3.91 0.70 -4.05
H: -2.60 -1.23 -4.88
H: -1.39 -2.66 -3.32
N: -2.76 -5.51 -0.66
C: -1.59 -5.28 -1.32
N: -1.07 -6.11 -2.22
N: 0.06 -5.52 -2.60
N: 0.22 -4.40 -2.00
N: -0.80 -4.20 -1.17
C: -3.45 -4.56 0.04
N: -4.71 -4.71 0.44
N: -5.01 -3.54 1.02
N: -4.01 -2.74 0.98
N: -2.99 -3.34 0.36
H: -3.23 -6.39 -0.84
S: -0.71 -5.00 2.47
C: -0.12 -3.89 1.39
C: 2.79 6.29 2.86
C: 2.42 4.92 2.34
C: 2.74 4.53 1.05
C: 2.38 3.28 0.57
C: 2.79 2.89 -0.82
C: 1.67 2.38 1.37
Te: 1.08 0.35 0.65
N: 0.64 -1.92 -0.05
C: 1.55 -2.72 0.41
O: 1.21 -3.69 1.28
C: 2.97 -2.58 0.01
C: 3.41 -3.21 -1.15
C: 4.69 -2.98 -1.61
C: 5.53 -2.10 -0.95
C: 5.09 -1.48 0.21
C: 3.83 -1.74 0.71
C: 0.16 1.19 -1.07
C: -0.76 2.23 -0.92
C: -1.21 2.73 0.41
C: -1.29 2.82 -2.06
C: -0.96 2.38 -3.33
C: -1.52 3.04 -4.56
C: -0.09 1.31 -3.45
C: 0.49 0.71 -2.34
C: 1.43 -0.43 -2.54
C: 1.40 2.76 2.69
C: 0.68 1.84 3.64
C: 1.77 4.01 3.16
H: 3.45 6.80 2.16
H: 3.29 6.21 3.82
H: 1.89 6.90 2.99
H: 3.27 5.22 0.40
H: 3.63 3.49 -1.16
H: 1.97 3.03 -1.51
H: 3.07 1.84 -0.84
H: 2.73 -3.87 -1.67
H: 5.04 -3.48 -2.51
H: 6.52 -1.90 -1.33
H: 5.74 -0.77 0.72
H: 3.49 -1.28 1.63
H: -1.04 1.97 1.18
H: -2.28 2.94 0.38
H: -0.68 3.64 0.69
H: -2.01 3.62 -1.95
H: -2.46 3.55 -4.33
H: -1.70 2.30 -5.34
H: -0.82 3.78 -4.94
H: 0.15 0.93 -4.43
H: 1.70 -0.54 -3.58
H: 0.95 -1.35 -2.21
H: 2.33 -0.30 -1.94
H: 0.71 0.81 3.29
H: -0.36 2.13 3.74
H: 1.14 1.88 4.63
H: 1.53 4.29 4.18